ORCA calculation (ωB97M-V/def2-TZVPD) on a structure of composition C2H3CuFLiO at a distorted geometry.

Output
- multiplicity = 3
- net charge = +2
- frontier orbital gap (spin up / spin down) (eV) = 9.563 / 7.077
- E_tot (eV) = -51707.7429

```
9
Properties=species:S:1:pos:R:3:nbo_charge:R:1
O -1.2000 -0.3272 0.1928 -0.786
C -0.1871 0.2146 -0.5617 -0.061
C 1.1584 0.2551 0.0111 0.165
Li -0.5261 -0.4274 1.9707 0.980
H -0.4589 1.0119 -1.2648 0.273
F 1.1119 0.4892 1.4139 -0.354
H 2.0351 -0.3889 -0.1055 0.262
Cu -2.7973 -0.5592 -0.3311 1.089
H 0.8642 -0.2680 -1.3254 0.431
```